ORCA calculation (ωB97M-V with the def2-TZVPD basis set) on a molecular structure, C36H46N8O3SV.

XYZ file:
```
95
Properties=species:S:1:pos:R:3
V 0.3930 -0.0894 0.3294
C 4.7677 0.8118 5.8530
C 3.6868 0.3718 4.9087
C 2.8906 -0.7233 5.1451
C 1.8935 -1.1763 4.2451
C 1.2295 -2.3439 4.7301
N 0.6539 -3.3508 4.1431
C 0.6482 -3.7485 2.7368
C 1.8284 -4.6682 2.4120
C 3.1946 -3.9861 2.3502
N 3.2110 -3.0283 1.2525
C 3.8704 -3.1624 0.1429
C 3.6780 -2.3705 -1.0179
C 4.4433 -2.6858 -2.1601
C 4.2339 -2.0703 -3.3740
C 5.0548 -2.3975 -4.5891
C 3.2114 -1.1230 -3.4333
C 2.4265 -0.7715 -2.3383
C 1.4480 0.2860 -2.4865
N 0.6234 0.6690 -1.5836
C -0.0521 1.9447 -1.8477
C 0.7424 3.0475 -1.1593
C 0.6982 2.9750 0.3583
N 1.1635 1.7092 0.9571
C 1.9879 1.7996 1.9330
C 2.3548 0.7676 2.8795
C 3.3649 1.1134 3.7756
C 1.5848 -0.4244 3.0599
O 0.6117 -0.7581 2.2753
C 2.6652 -1.3779 -1.0938
O 1.9634 -1.0838 -0.0326
H 4.9807 0.0452 6.5950
H 4.4728 1.7184 6.3827
H 5.6908 1.0290 5.3165
H 3.0456 -1.2894 6.0576
H 1.2439 -2.4482 5.8118
H 0.2633 -4.0423 4.7729
H 0.6168 -2.8483 2.1293
H -0.2801 -4.2947 2.5729
H 1.6293 -5.1271 1.4400
H 1.8720 -5.4889 3.1307
H 3.9694 -4.7303 2.1695
H 3.4426 -3.4613 3.2738
H 2.5574 -2.2415 1.2649
H 4.5841 -3.9802 0.0909
H 5.2159 -3.4421 -2.0752
H 5.8181 -3.1391 -4.3639
H 5.5543 -1.5064 -4.9699
H 4.4263 -2.7915 -5.3881
H 3.0163 -0.6278 -4.3789
H 1.4681 0.8240 -3.4319
H -1.0660 1.9031 -1.4520
H -0.1163 2.1128 -2.9236
H 0.3305 4.0166 -1.4463
H 1.7759 3.0251 -1.5143
H -0.3352 3.0955 0.6932
H 1.2758 3.8008 0.7785
H 2.4243 2.7777 2.1422
H 3.8997 2.0418 3.6010
C -3.0580 0.8961 2.4010
C -2.5440 0.4212 1.0817
O -1.3803 0.6861 0.6924
N -3.3364 -0.2695 0.2851
C -2.8894 -0.6995 -1.0368
C -2.0549 -1.9580 -1.0124
C -2.5942 -3.0996 -1.5893
C -1.8596 -4.2686 -1.6437
C -0.5851 -4.2567 -1.1051
C -0.1210 -3.0874 -0.5398
N -0.8202 -1.9432 -0.4754
H -2.2814 1.4550 2.9136
H -3.3575 0.0453 3.0139
H -3.9339 1.5307 2.2626
H -4.2843 -0.4612 0.5734
H -2.3362 0.1070 -1.5146
H -3.7748 -0.8766 -1.6404
H -3.5900 -3.0576 -2.0076
H -2.2676 -5.1599 -2.1006
H 0.0475 -5.1331 -1.1293
H 0.8725 -3.0588 -0.1187
S -1.1991 -0.6459 -4.1673
C -1.6484 -0.9204 -5.7931
N -2.6835 -1.7054 -6.0941
C -3.1727 -1.9512 -7.4526
C -2.7981 -0.7805 -8.3425
C -1.3101 -0.5120 -8.2095
N -0.9703 -0.3576 -6.7936
H -3.1771 -2.0950 -5.3100
H -4.2528 -2.0762 -7.4049
H -2.7431 -2.8791 -7.8372
H -3.3628 0.1060 -8.0487
H -3.0432 -1.0075 -9.3782
H -1.0285 0.4034 -8.7261
H -0.7323 -1.3333 -8.6399
H -0.2262 0.2636 -6.5247
```

Results
Orbital gap (spin up / spin down)   0.226 / 0.230 hartree
Charge   +3
F_max   0.9 eV Å⁻¹
Highest occupied orbital energy (spin up / spin down)   -14.294 / -14.293 eV
LUMO (spin up / spin down)   -8.14 / -8.02 eV
2S+1   3

Löwdin atomic charge list, values in e, 5 entries:
1 V 1.045
2 C -0.020
3 C -0.238
4 C 0.039
5 C -0.105

***

ORCA calculation (ωB97M-V with the def2-TZVPD basis set) on a molecular structure, C6H13O3Rb.

XYZ file:
```
23
Properties=species:S:1:pos:R:3
O -2.9993 -1.4952 -0.7005
C -1.5093 1.9141 -0.0143
C -0.2750 2.3364 -0.3424
O 0.7636 2.2376 0.5182
C 1.9881 1.7332 0.0089
C 2.2494 0.3249 0.4914
O 1.8385 -0.6039 -0.4919
C 2.0425 -1.9540 -0.1113
H -1.7078 1.4870 0.9711
H -2.3301 2.1229 -0.7003
H -0.0727 2.8961 -1.2637
H 2.7905 2.3868 0.3745
H 1.9841 1.7687 -1.0911
H 1.7075 0.1334 1.4333
H 3.3295 0.2147 0.6847
H 1.7535 -2.5783 -0.9646
H 3.1006 -2.1232 0.1389
H 1.4109 -2.2122 0.7531
Rb -0.3216 -1.1024 -2.3369
C -3.7535 -1.8078 0.3992
H -4.2706 -2.7950 0.3373
H -3.1593 -1.8278 1.3426
H -4.5595 -1.0561 0.5637
```

Results
Orbital gap   0.179 hartree
Charge   0
F_max   1.6 eV Å⁻¹
Highest occupied orbital energy   -5.550 eV
LUMO   -0.68 eV
Relative energy (zero: lowest compared OMol25 entry of this formula, charge and spin)   0.058 eV

Löwdin atomic charge list, values in e, 5 entries:
1 O -0.538
2 C 0.059
3 C -0.262
4 O -0.103
5 C -0.163

***

ORCA calculation (ωB97M-V with the def2-TZVPD basis set) on 2 unconnected molecules or ions with the total composition C10H19NOS.

XYZ file:
```
32
Properties=species:S:1:pos:R:3
C 2.3592 1.6841 -0.4933
C 2.1765 -1.3825 0.9386
C 2.6294 -1.8665 -0.4376
C 2.9337 -0.0661 1.0816
C 2.7199 -0.5701 -1.2491
C -4.0391 0.8074 -0.7670
C -3.2779 0.1009 1.5310
C -1.5883 -1.1069 -0.8625
C -2.8748 0.7819 0.2231
C -1.6534 0.1195 -0.3643
N 2.8869 0.4897 -0.2630
O 2.3275 2.5906 0.4750
S -0.2667 1.2437 -0.3083
H 1.1048 -1.1822 0.9294
H 2.4018 -2.0880 1.7339
H 3.6028 -2.3549 -0.3688
H 1.9239 -2.5664 -0.8807
H 2.4731 0.6268 1.7835
H 3.9764 -0.2371 1.3646
H 3.5546 -0.5733 -1.9520
H 1.7882 -0.3909 -1.7963
H -3.7379 1.2877 -1.6968
H -4.8710 1.3687 -0.3430
H -4.3797 -0.2002 -0.9924
H -3.5780 -0.9289 1.3488
H -2.4427 0.0997 2.2294
H -4.1104 0.6329 1.9884
H 1.5324 3.1414 0.3693
H -2.4543 -1.7482 -0.8832
H -0.6783 -1.5109 -1.2736
H -2.6071 1.8209 0.4511
H 2.1683 1.9771 -1.5159
```

Results
Orbital gap   0.260 hartree
Charge   0
F_max   1.7 eV Å⁻¹
Highest occupied orbital energy   -6.792 eV
LUMO   0.27 eV
Relative energy (zero: lowest compared OMol25 entry of this formula, charge and spin)   2.309 eV

Löwdin atomic charge list, values in e, 5 entries:
1 C -0.276
2 C -0.153
3 C -0.153
4 C -0.124
5 C -0.139

***

ORCA calculation (ωB97M-V with the def2-TZVPD basis set) on 2 unconnected molecules or ions with the total composition ClH2OP.

XYZ file:
```
5
Properties=species:S:1:pos:R:3
O -2.2555 0.8356 0.4742
P -1.5375 -0.2289 -0.2260
H -2.5671 -1.1642 -0.2152
Cl 3.6811 -0.1108 -0.0563
H 2.6790 0.6683 0.0234
```

Results
Orbital gap   0.325 hartree
Charge   0
F_max   1.6 eV Å⁻¹
Highest occupied orbital energy   -9.947 eV
LUMO   -1.10 eV
Relative energy (zero: lowest compared OMol25 entry of this formula, charge and spin)   1.673 eV

Charges obtained by Löwdin population analysis, quoted in units of e:
1 O -0.588
2 P 0.752
3 H -0.157
4 Cl 0.262
5 H -0.270

***

ORCA calculation (ωB97M-V with the def2-TZVPD basis set) on a molecular structure, C20H41MoN7O3S.

XYZ file:
```
73
Properties=species:S:1:pos:R:3
Mo 0.0282 0.1644 0.4579
C -2.4742 4.8319 -0.3369
N -2.2382 3.4034 -0.6789
C -3.1029 2.8975 -1.7730
C -1.3724 2.6651 -0.0737
O -1.1849 1.4239 -0.4387
C -0.4986 3.1734 1.0559
O 0.0977 2.0409 1.7240
C -0.2696 1.8570 3.1110
C -1.2194 0.6801 3.1558
O -1.2517 -0.0374 2.0847
N -1.9260 0.4145 4.2042
C -2.8507 -0.7405 4.2624
C -1.8522 1.2669 5.4224
H -3.4800 4.9273 0.0671
H -2.3859 5.4049 -1.2570
H -1.7456 5.2003 0.3773
H -4.1355 2.9790 -1.4390
H -2.8519 1.8699 -2.0015
H -2.9467 3.5353 -2.6400
H -1.0711 3.7608 1.7701
H 0.3037 3.7982 0.6579
H -0.7067 2.7713 3.5078
H 0.6425 1.6506 3.6743
H -3.0279 -1.1145 3.2611
H -3.7808 -0.3917 4.7049
H -2.4069 -1.5073 4.8946
H -0.8219 1.5382 5.6394
H -2.2295 0.6786 6.2534
H -2.4813 2.1460 5.2925
C 1.7511 2.3694 -4.3004
N 2.0559 2.1133 -2.8702
C 2.1304 3.3263 -2.0394
C 2.1835 0.8915 -2.3941
S 2.0226 0.6359 -0.6148
N 2.5722 -0.1356 -3.1242
C 2.3477 -1.5341 -2.7378
C 3.4816 0.0259 -4.2929
H 0.9697 3.1263 -4.3232
H 1.3813 1.4598 -4.7618
H 2.6296 2.7393 -4.8239
H 2.5693 4.1123 -2.6501
H 2.7669 3.1677 -1.1746
H 1.1271 3.6362 -1.7415
H 1.4700 -1.6133 -2.1028
H 3.2314 -1.9259 -2.2328
H 2.1726 -2.1022 -3.6495
H 3.9599 0.9987 -4.2460
H 2.9451 -0.1048 -5.2295
H 4.2418 -0.7467 -4.1964
C 1.7812 -4.6413 1.8366
C 2.4253 -3.2715 1.8034
N 1.4441 -2.3210 1.2024
C 0.4235 -2.6711 0.4060
N -0.4115 -1.6345 -0.0598
C -1.6396 -1.9876 -0.8376
C -2.0764 -3.4010 -0.5294
C -0.9263 -4.3452 -0.7627
N 0.2466 -3.9151 0.0419
C 1.2109 -4.9703 0.4743
H 0.9957 -4.6760 2.5934
H 2.5261 -5.3884 2.1085
H 3.3300 -3.2585 1.1968
H 2.6598 -2.9042 2.7993
H 1.5394 -1.3613 1.5107
H -1.3982 -1.8743 -1.8969
H -2.4092 -1.2602 -0.5817
H -2.9087 -3.6675 -1.1812
H -2.4311 -3.4828 0.5000
H -0.6272 -4.3927 -1.8117
H -1.1682 -5.3546 -0.4388
H 1.9857 -5.0428 -0.2912
H 0.6587 -5.9063 0.4838
```

Results
Orbital gap (spin up / spin down)   0.255 / 0.265 hartree
Charge   +4
F_max   0.5 eV Å⁻¹
Highest occupied orbital energy (spin up / spin down)   -20.141 / -20.238 eV
LUMO (spin up / spin down)   -13.19 / -13.02 eV
2S+1   3

Löwdin atomic charge list, values in e, 5 entries:
1 Mo 1.522
2 C 0.058
3 N -0.071
4 C 0.058
5 C -0.325

***

ORCA calculation (ωB97M-V with the def2-TZVPD basis set) on a molecular structure, C9H20ClIN2OPReS.

XYZ file:
```
37
Properties=species:S:1:pos:R:3
C -1.5763 2.6286 -0.1306
I -0.9851 -0.4855 2.7890
H -1.4275 3.1556 -1.1276
H -0.9636 3.3126 0.4786
H -2.6530 2.6191 0.1263
Re -0.5930 0.7825 -1.2426
P -2.7256 0.1302 -0.6837
C -3.6996 0.2929 0.9081
C -3.8564 1.0138 -1.8234
H -2.6615 -1.8587 -2.0242
H -4.1905 -1.7766 -1.0840
H -2.6659 -2.2631 -0.2759
C -3.1090 -1.6441 -1.0549
H -3.4404 0.9812 -2.8327
H -4.8358 0.5261 -1.8131
H -4.7542 0.0575 0.7175
H -3.6276 1.2888 1.3507
H -3.9655 2.0544 -1.5114
H -3.3438 -0.4125 1.6760
C -0.7875 0.9463 1.0188
O -0.9339 1.9104 1.8062
Cl -0.2919 -0.2944 -3.2444
S 1.5992 1.3244 -0.6221
C 2.9372 0.2590 -0.0129
N 3.3768 -0.6948 -0.8350
C 4.3541 -1.6986 -0.4218
C 4.2533 -1.9675 1.0479
C 4.1620 -0.7019 1.8826
N 3.4798 0.3607 1.1781
H 2.9999 -0.6012 -1.7733
H 5.3607 -1.3918 -0.6831
H 4.0880 -2.5690 -1.0096
H 5.1544 -2.5211 1.3511
H 3.4118 -2.6321 1.2497
H 5.1550 -0.4113 2.1701
H 3.5875 -0.8957 2.7734
H 3.1683 1.1758 1.6823
```

Results
Orbital gap (spin up / spin down)   0.228 / 0.236 hartree
Charge   +3
F_max   5.8 eV Å⁻¹
Highest occupied orbital energy (spin up / spin down)   -19.810 / -19.847 eV
LUMO (spin up / spin down)   -13.61 / -13.43 eV
2S+1   4

Löwdin atomic charge list, values in e, 5 entries:
1 C -0.156
2 I 1.205
3 H 0.087
4 H 0.086
5 H 0.048

***

Question: Which of these has the highest F_max?
Answer: C9H20ClIN2OPReS